C3H8NO2S | ωB97M-V/def2-TZVPD

Geometry as ORCA input:
```
! RIJCOSX wB97M-V def2-TZVPD def2/J DEFGRID3
* xyz 1 1
S 0.0698 -2.0011 -2.3915
O 0.0810 -3.1260 -0.9987
O 0.2124 -0.1328 0.1015
N -1.8103 -1.8384 -0.1967
C 0.8767 2.0471 1.0414
C -0.7397 -2.0938 -0.8720
C 0.6893 1.2235 -0.2559
H -0.1504 2.0492 1.5783
H -2.3103 -0.9288 -0.4355
H 1.6117 1.1142 -0.8441
H 1.4843 1.3521 1.5865
H -0.0196 1.6004 -0.9942
H 1.3058 3.0701 0.9050
H 0.5193 -0.4057 0.9257
H -1.8199 -1.9300 0.8503
*
```

Computed properties:
ΔE to the lowest compared entry with this formula, charge and spin = 95.8 kcal per mole
HOMO-LUMO gap = 8.912 eV
HOMO level = -0.5406 hartree
Electronic energy = -722.148634 hartree